# 1
Entry from the Open Molecules 2025 dataset: a 8-piece molecular cluster, C20H60N12O8 overall in a non-equilibrium geometry (the ωB97M-V functional and the def2-TZVPD basis).

Element x y z (Å)
C: -4.27 -14.67 -4.24
O: -5.05 -14.83 -5.41
C: -5.30 -13.66 -6.16
C: -4.06 -13.32 -7.03
C: -4.24 -12.27 -8.05
N: -3.71 -14.51 -7.90
H: -3.97 -15.65 -3.89
H: -4.79 -14.14 -3.44
H: -3.35 -14.07 -4.24
H: -6.13 -13.79 -6.85
H: -5.66 -13.01 -5.36
H: -3.13 -13.17 -6.50
H: -3.29 -12.13 -8.56
H: -4.49 -11.28 -7.65
H: -5.15 -12.50 -8.60
H: -4.13 -15.31 -7.44
H: -4.36 -14.55 -8.67
C: -4.22 -16.11 -18.59
O: -4.06 -16.17 -17.11
C: -5.26 -16.33 -16.50
C: -5.35 -15.98 -14.92
C: -6.75 -16.41 -14.40
N: -5.23 -14.53 -14.65
H: -3.28 -16.35 -19.08
H: -4.71 -15.15 -18.80
H: -4.82 -16.88 -19.07
H: -6.02 -15.74 -17.01
H: -5.53 -17.39 -16.52
H: -4.65 -16.52 -14.29
H: -7.13 -17.39 -14.68
H: -7.52 -15.81 -14.89
H: -6.92 -16.14 -13.35
H: -4.33 -14.24 -14.99
H: -5.68 -14.09 -15.44
C: 0.86 -17.08 -9.68
O: 0.39 -15.73 -9.80
C: 1.24 -14.65 -9.73
C: 2.14 -14.31 -10.98
C: 1.28 -14.19 -12.23
N: 3.28 -15.22 -11.14
H: 1.81 -17.18 -10.20
H: 0.10 -17.79 -10.02
H: 1.06 -17.25 -8.62
H: 0.51 -13.84 -9.67
H: 1.95 -14.56 -8.90
H: 2.62 -13.34 -10.80
H: 0.68 -15.07 -12.49
H: 1.78 -13.84 -13.13
H: 0.49 -13.47 -12.01
H: 3.14 -16.07 -10.61
H: 4.10 -14.86 -10.67
C: -3.40 -19.80 -6.84
O: -2.90 -19.53 -8.06
C: -3.44 -18.40 -8.71
C: -4.15 -19.00 -10.01
C: -3.24 -19.80 -11.02
N: -4.95 -18.05 -10.74
H: -3.41 -18.88 -6.26
H: -2.98 -20.66 -6.31
H: -4.44 -20.13 -6.83
H: -4.13 -17.79 -8.12
H: -2.74 -17.68 -9.13
H: -4.85 -19.80 -9.78
H: -2.71 -20.59 -10.48
H: -2.66 -19.23 -11.75
H: -3.91 -20.31 -11.70
H: -4.29 -17.42 -11.17
H: -5.76 -17.58 -10.35
N: -7.70 -14.87 -8.61
C: -6.83 -14.59 -9.54
N: -7.10 -13.50 -10.24
O: -5.82 -15.24 -9.75
H: -8.55 -14.39 -8.87
H: -7.86 -15.78 -8.19
H: -6.50 -13.44 -11.05
H: -7.85 -12.87 -9.98
N: -1.70 -15.98 -15.85
C: -0.61 -16.01 -16.40
N: 0.36 -15.78 -15.55
O: -0.48 -16.14 -17.62
H: -2.46 -15.98 -16.51
H: -1.89 -16.06 -14.86
H: -0.01 -15.66 -14.62
H: 1.29 -15.53 -15.85
N: -6.08 -10.32 -12.42
C: -6.44 -11.56 -12.64
N: -5.40 -12.31 -12.49
O: -7.47 -11.82 -13.19
H: -6.79 -9.61 -12.54
H: -5.12 -10.05 -12.24
H: -4.51 -12.07 -12.07
H: -5.46 -13.19 -12.98
N: -3.82 -15.58 -11.75
C: -2.50 -15.42 -11.90
N: -2.01 -15.21 -10.70
O: -1.86 -15.42 -12.94
H: -4.20 -15.43 -10.83
H: -4.41 -15.58 -12.57
H: -1.03 -15.22 -10.45
H: -2.69 -15.09 -9.96

Properties
E_HOMO in eV: -8.2
Structure (SMILES): COC[C@H](C)N.COC[C@H](C)N.COC[C@H](C)N.COC[C@H](C)N.NC(N)=O.NC(N)=O.NC(N)=O.NC(N)=O
LUMO level in Ha: 0.007
Max |F| in eV/A: 9.116
Total charge: 0
Total energy in hartree: -2056.9243
ΔE to the lowest compared entry with this formula, charge and spin in kcal per mole: 144.8
Molar mass in g mol⁻¹: 596.8

# 2
Entry from the Open Molecules 2025 dataset: a 10-piece molecular cluster, C20H60N15O11 overall in a non-equilibrium geometry (the ωB97M-V functional and the def2-TZVPD basis).

Element x y z (Å)
C: -0.03 -0.31 -0.80
C: -1.43 0.02 -0.15
O: -1.51 0.97 0.66
O: -2.42 -0.68 -0.56
H: 0.82 -0.04 -0.17
H: -0.11 0.15 -1.78
H: 0.01 -1.35 -1.12
C: 3.92 -6.22 0.28
C: 4.69 -7.59 0.66
C: 4.69 -7.88 2.16
O: 5.53 -9.01 2.44
C: 5.61 -9.07 3.94
N: 3.91 -8.61 -0.17
H: 4.06 -5.55 1.13
H: 2.85 -6.43 0.37
H: 4.28 -5.76 -0.64
H: 5.73 -7.42 0.38
H: 3.66 -8.03 2.50
H: 5.00 -6.94 2.61
H: 4.59 -9.20 4.32
H: 6.14 -8.29 4.48
H: 6.25 -9.92 4.13
H: 4.48 -9.45 -0.16
H: 4.14 -8.15 -1.04
C: 5.18 -0.32 -5.82
C: 6.29 -0.86 -6.78
C: 6.85 0.25 -7.74
O: 5.98 0.50 -8.84
C: 5.08 1.66 -8.68
N: 7.31 -1.45 -5.96
H: 4.20 -0.07 -6.24
H: 5.57 0.51 -5.25
H: 5.00 -1.22 -5.23
H: 5.77 -1.58 -7.41
H: 7.68 -0.24 -8.25
H: 7.34 1.10 -7.26
H: 4.25 1.42 -9.34
H: 5.42 2.64 -9.04
H: 4.69 1.66 -7.67
H: 6.88 -2.06 -5.28
H: 7.67 -0.59 -5.56
C: 0.03 4.43 12.13
C: -1.18 4.49 11.22
C: -1.16 3.76 9.87
O: -0.11 4.36 9.11
C: 0.12 3.98 7.70
N: -2.21 4.07 12.05
H: -0.16 4.97 13.06
H: 1.01 4.72 11.73
H: 0.24 3.37 12.28
H: -1.54 5.51 11.07
H: -2.09 3.87 9.31
H: -0.81 2.75 10.09
H: 0.20 4.84 7.05
H: -0.76 3.50 7.27
H: 0.97 3.30 7.62
H: -3.06 4.42 11.64
H: -2.37 3.07 12.01
C: -4.88 -2.91 -5.24
O: -5.41 -1.89 -5.07
N: -5.24 -3.64 -6.21
N: -3.93 -3.41 -4.53
H: -4.69 -4.49 -6.31
H: -6.12 -3.54 -6.69
H: -3.78 -4.41 -4.46
H: -3.97 -2.93 -3.64
C: -4.80 6.88 -1.85
O: -5.65 7.51 -2.35
N: -4.98 6.03 -0.94
N: -3.63 6.93 -2.44
H: -4.14 5.66 -0.55
H: -5.95 5.90 -0.67
H: -3.33 7.41 -3.28
H: -3.01 6.16 -2.26
C: 1.88 5.42 -0.52
O: 1.33 5.05 -1.54
N: 2.86 6.30 -0.51
N: 1.57 4.98 0.61
H: 3.36 6.41 0.36
H: 3.14 6.88 -1.30
H: 0.94 4.19 0.57
H: 2.16 5.16 1.41
C: -1.91 -4.95 3.41
O: -1.81 -5.88 4.20
N: -2.91 -4.75 2.62
N: -0.95 -4.16 3.28
H: -2.92 -3.87 2.12
H: -3.85 -4.97 2.92
H: -1.05 -3.47 2.55
H: -0.16 -4.21 3.91
C: -8.39 1.23 0.68
O: -9.46 1.63 1.09
N: -7.50 0.78 1.43
N: -8.05 1.13 -0.55
H: -6.72 0.41 0.92
H: -7.76 0.54 2.38
H: -7.10 0.81 -0.66
H: -8.44 1.68 -1.30
C: -3.37 3.22 -6.44
O: -2.71 4.07 -7.06
N: -4.49 2.74 -6.85
N: -2.84 2.76 -5.34
H: -4.48 2.76 -7.86
H: -4.75 1.86 -6.45
H: -1.89 2.94 -5.07
H: -3.33 2.03 -4.84

Properties
E_HOMO in eV: -4.9
LUMO level in Ha: 0.074
Max |F| in eV/A: 7.601
Total charge: -1
Total energy in hartree: -2446.9874
ΔE to the lowest compared entry with this formula, charge and spin in kcal per mole: 117.2
Molar mass in g mol⁻¹: 686.8